(1)
Entry from OMol25: the ion C5H16NSSi with charge +1 in a non-equilibrium geometry (ωB97M-V with the def2-TZVPD basis set).

Each line ends with the Löwdin charge.
Positions of all 24 atoms, in Å:
C 1.158 0.061 2.246  -0.059
C -0.942 1.093 1.184  -0.089
C -1.104 -1.840 1.360  -0.127
C 0.094 0.515 -3.950  -0.212
C 0.346 0.157 0.954  -0.711
N -0.202 -1.126 0.452  -0.197
Si 1.153 1.004 -0.508  0.741
S -0.598 0.549 -2.125  0.781
H 2.187 -0.177 2.108  0.068
H 1.037 0.882 2.971  0.106
H 0.777 -0.871 2.637  0.062
H -0.743 2.113 0.992  0.040
H -1.415 0.922 2.205  0.125
H -1.653 0.834 0.457  0.028
H -0.860 -1.666 2.439  0.083
H -2.226 -1.822 1.219  0.101
H -0.821 -2.913 1.083  0.108
H 0.949 1.174 -3.885  0.036
H -0.707 1.037 -4.487  0.053
H 0.270 -0.504 -4.068  0.020
H 0.664 -1.769 0.202  0.162
H 2.260 0.575 -1.401  -0.048
H 1.270 2.498 -0.215  0.001
H -0.893 -0.724 -1.870  -0.071

Cartesian forces (eV/Å) of the 2 atoms listed first:
C -0.6 -0.4 0.1
C 0.9 -1.6 1.5

The calculation puts the energy above the lowest of the compared OMol25 structures with the same formula, charge and spin at 0.00 kcal per mole. For the HOMO energy, the calculation gives -12.974 eV. The LUMO energy is -3.6 eV. The spin multiplicity is 1. Its charge is +1.


(2)
Entry from OMol25: a cluster of 2 separate species, C5H16NSi in total in a non-equilibrium geometry (ωB97M-V with the def2-TZVPD basis set).

Each line ends with the Löwdin charge.
Positions of all 23 atoms, in Å:
C 0.351 2.799 0.888  -0.160
C 1.392 -0.407 -1.602  -0.212
C -1.727 0.120 -1.733  -0.194
C 0.384 1.520 1.589  -0.040
C -0.532 -1.289 0.726  -0.119
N 0.128 -2.460 1.509  0.146
Si -0.323 -0.970 -1.148  0.544
H 0.851 3.597 1.451  0.096
H -0.624 3.096 0.607  0.067
H 1.154 2.766 0.180  0.061
H 1.627 -0.585 -2.651  0.033
H 1.583 0.733 -1.392  0.073
H 2.070 -0.960 -0.948  0.014
H -2.614 -0.457 -1.920  0.031
H -1.967 0.948 -1.140  0.003
H -1.403 0.587 -2.666  0.048
H 1.346 1.009 1.673  0.048
H -0.501 1.072 2.134  0.059
H -1.373 -0.899 1.289  0.052
H 0.501 -3.111 0.785  0.166
H 0.939 -2.102 1.988  0.145
H -0.564 -2.867 2.151  0.167
H -0.700 -2.141 -1.771  -0.028

Cartesian forces (eV/Å) of the 2 atoms listed first:
C 1.4 -0.3 1.0
C 0.2 2.0 0.8

The calculation puts the energy above the lowest of the compared OMol25 structures with the same formula, charge and spin at 89.04 kcal per mole. For the HOMO energy (spin up / spin down), the calculation gives -11.328 / -13.462 eV. The LUMO energy (spin up / spin down) is -4.9 / -3.7 eV. The spin multiplicity is 1. Its charge is +1.


(3)
Entry from OMol25: a cluster of 3 separate species, C5H16O2 in total in a non-equilibrium geometry (ωB97M-V with the def2-TZVPD basis set).

Each line ends with the Löwdin charge.
Positions of all 23 atoms, in Å:
C 1.522 -1.610 -1.731  -0.111
C 0.175 -1.159 -1.153  -0.278
C 0.057 -1.518 0.356  -0.235
C 1.106 -0.881 1.254  -0.268
C 1.230 0.693 1.124  -0.099
H 2.332 -0.900 -1.640  0.064
H 1.467 -1.801 -2.818  0.071
H 1.718 -2.607 -1.329  0.073
H -0.724 -1.738 -1.448  0.103
H -0.144 -0.187 -1.532  0.098
H 0.109 -2.610 0.290  0.107
H -0.916 -1.184 0.729  0.106
H 2.081 -1.384 1.226  0.107
H 0.853 -0.993 2.309  0.075
H 2.101 0.905 1.803  0.076
H 0.467 1.418 1.448  0.071
H 1.705 0.815 0.150  0.052
O -1.047 0.427 4.125  -0.055
H -0.982 0.251 3.184  0.005
H -0.126 0.603 4.353  0.037
O -4.651 4.469 -3.326  -0.064
H -4.435 3.921 -4.089  0.031
H -3.897 5.071 -3.285  0.033

Cartesian forces (eV/Å) of the 2 atoms listed first:
C -1.2 -0.8 -1.2
C -1.2 -0.6 0.2

The calculation puts the energy above the lowest of the compared OMol25 structures with the same formula, charge and spin at 29.41 kcal per mole. For the HOMO energy, the calculation gives -10.796 eV. The LUMO energy is 0.8 eV. The spin multiplicity is 1. Its charge is 0.


(4)
Entry from OMol25: a cluster of 4 separate species, C5H16O3 in total in a non-equilibrium geometry (ωB97M-V with the def2-TZVPD basis set).

Each line ends with the Löwdin charge.
Positions of all 24 atoms, in Å:
C 1.444 0.436 -2.118  -0.115
C 0.841 0.076 -0.806  -0.158
C -0.231 -0.699 -0.630  -0.361
C -1.025 -0.656 0.656  -0.059
C -0.761 -1.674 -1.645  -0.060
H 1.763 -0.347 -2.816  0.072
H 0.665 0.921 -2.714  0.079
H 2.319 1.081 -2.014  0.068
H 1.351 0.495 0.061  0.092
H -0.311 -0.270 1.393  0.066
H -1.229 -1.663 1.027  0.079
H -1.890 -0.015 0.515  0.064
H -0.436 -1.481 -2.678  0.074
H -1.848 -1.750 -1.639  0.077
H -0.430 -2.695 -1.423  0.086
O 3.349 -2.035 1.412  -0.049
H 2.608 -2.464 1.839  0.028
H 2.946 -1.689 0.617  0.009
O 0.052 2.489 2.926  -0.054
H -0.529 3.125 2.525  0.016
H 0.701 2.132 2.302  0.034
O -3.394 2.014 0.882  -0.066
H -2.921 2.792 0.552  0.038
H -3.035 1.879 1.776  0.039

Cartesian forces (eV/Å) of the 2 atoms listed first:
C 0.2 -0.1 -1.1
C 0.2 -0.6 0.1

The calculation puts the energy above the lowest of the compared OMol25 structures with the same formula, charge and spin at 20.63 kcal per mole. For the HOMO energy, the calculation gives -8.946 eV. The LUMO energy is 0.3 eV. The spin multiplicity is 1. Its charge is 0.


(5)
Entry from OMol25: a structure of composition C5H17Be2N8O7 in a non-equilibrium geometry (ωB97M-V with the def2-TZVPD basis set).

Each line ends with the Löwdin spin population.
Positions of all 39 atoms, in Å:
Be -0.002 -3.706 3.535  0.800
Be -3.616 -1.237 3.501  0.840
O -0.369 0.025 0.656  0.011
C -0.747 -0.949 1.470  0.016
O -1.906 -1.033 1.777  0.143
O 0.071 -1.778 1.809  0.123
H 0.477 -0.400 0.499  0.001
C 2.949 -2.640 0.508  0.003
O 3.935 -2.001 0.196  0.014
N 3.041 -3.430 1.567  0.033
N 1.885 -3.046 -0.148  -0.001
H 3.798 -3.339 2.228  0.000
H 2.279 -4.058 1.781  0.010
H 1.555 -2.586 -0.984  0.000
H 1.119 -3.135 0.504  0.000
C -3.370 -1.541 -1.463  0.000
O -4.262 -1.546 -2.345  0.001
N -2.164 -1.190 -1.690  0.000
N -3.437 -1.992 -0.234  0.003
H -1.908 -0.860 -2.609  0.000
H -1.529 -1.097 -0.909  0.000
H -4.313 -2.201 0.223  0.002
H -2.575 -1.768 0.242  0.000
C -0.935 3.509 -1.957  -0.066
O -0.094 4.261 -1.472  -0.692
N -1.484 3.868 -3.085  -0.079
N -1.251 2.321 -1.719  -0.013
H -2.290 3.367 -3.429  -0.005
H -1.035 4.677 -3.491  0.000
H -1.731 1.890 -2.497  -0.002
H -0.648 1.836 -1.070  0.002
C 2.134 2.469 0.597  -0.006
O 1.875 2.082 -0.504  -0.109
N 1.284 2.362 1.609  0.002
N 3.310 2.942 0.854  -0.029
H 0.561 1.658 1.642  0.000
H 1.649 2.649 2.506  0.000
H 4.042 2.940 0.157  -0.001
H 3.702 2.677 1.746  -0.001

Cartesian forces (eV/Å) of the 2 atoms listed first:
Be 0.3 1.0 -1.0
Be 1.0 0.3 -1.2

For the HOMO energy (spin up / spin down), the calculation gives -14.188 / -14.185 eV. The LUMO energy (spin up / spin down) is -10.3 / -10.1 eV. The spin multiplicity is 2. Its charge is +2. The expectation value of S² is 1.7592.


(6)
Entry from OMol25: a cluster of 2 separate species, C5H17N2O in total in a non-equilibrium geometry (ωB97M-V with the def2-TZVPD basis set).

Each line ends with the Löwdin spin population.
Positions of all 25 atoms, in Å:
C 2.445 0.557 0.148  0.145
C 0.974 1.091 0.223  0.018
C 0.204 0.556 -0.987  0.036
C -1.226 1.111 -1.080  0.004
C -2.286 0.657 -0.065  0.003
N -2.357 -0.825 0.242  0.006
N 2.291 -0.957 0.216  0.183
H 3.318 0.725 0.776  0.052
H 2.815 0.713 -0.881  0.045
H 0.788 2.162 0.307  0.001
H 0.522 0.640 1.112  0.008
H 0.697 0.899 -1.903  0.011
H 0.144 -0.528 -1.030  0.025
H -1.543 0.939 -2.113  0.001
H -1.246 2.198 -0.929  0.001
H -3.267 0.975 -0.421  0.001
H -2.023 1.206 0.842  0.001
H -3.059 -1.203 -0.389  0.002
H -2.915 -0.769 1.096  0.003
H -0.883 -1.673 0.813  0.004
H 2.455 -1.405 -0.713  0.162
H 3.001 -1.308 0.903  0.168
H 1.387 -1.298 0.611  0.027
H -0.200 -2.544 1.951  0.010
O -0.034 -1.919 1.267  0.084

Cartesian forces (eV/Å) of the 2 atoms listed first:
C -0.9 -0.9 -1.6
C 0.5 -0.9 0.7

The calculation puts the energy above the lowest of the compared OMol25 structures with the same formula, charge and spin at 29.08 kcal per mole. For the HOMO energy (spin up / spin down), the calculation gives -2.770 / -10.911 eV. The LUMO energy (spin up / spin down) is 0.5 / 0.4 eV. The spin multiplicity is 2. Its charge is 0. The expectation value of S² is 0.7505.